1.
Entry from the Open Molecules 2025 dataset: a molecular structure, C45H45Cl2N5O8S2Sn in a non-equilibrium geometry (the ωB97M-V functional and the def2-TZVPD basis).

Geometry as XYZ:
```
108
Properties=species:S:1:pos:R:3:forces:R:3
Sn 0.207 -0.269 0.166 -0.32 0.36 -0.94
O -1.763 1.276 1.217 0.17 -0.23 0.08
S -3.137 1.403 1.816 -0.24 0.23 -0.47
C -4.221 0.451 0.700 0.16 -0.08 0.27
C -4.033 -1.040 0.959 -0.05 0.08 -0.14
C -4.628 -1.930 -0.143 0.21 -0.07 0.04
C -4.078 -1.750 -1.559 0.35 0.15 0.11
S -2.318 -2.173 -1.872 -0.63 -0.31 0.09
O -1.528 -1.779 -0.653 0.15 0.04 0.35
C -2.417 -3.962 -1.771 0.17 0.14 -0.16
C -2.051 -4.604 -0.600 -0.01 0.02 0.10
C -1.968 -5.989 -0.589 -0.01 -0.01 -0.01
C -2.230 -6.712 -1.745 0.01 -0.02 0.02
C -2.602 -6.057 -2.912 -0.03 -0.02 0.00
C -2.695 -4.674 -2.930 -0.07 0.06 0.00
C -3.702 3.036 1.311 0.06 -0.14 0.21
C -4.564 3.747 2.130 0.00 -0.11 0.02
C -4.941 5.031 1.761 -0.03 0.04 -0.04
C -4.452 5.587 0.587 -0.01 0.03 0.01
C -3.593 4.860 -0.230 0.02 -0.04 0.01
C -3.210 3.578 0.135 0.05 0.00 -0.09
H -3.905 0.743 -0.304 0.00 0.08 0.02
H -5.245 0.785 0.880 -0.01 0.01 -0.04
H -4.513 -1.308 1.904 0.01 0.04 -0.03
H -2.971 -1.242 1.062 0.12 -0.08 0.02
H -5.701 -1.729 -0.201 -0.03 -0.12 -0.05
H -4.513 -2.974 0.156 -0.06 -0.01 -0.02
H -4.162 -0.716 -1.896 -0.02 -0.01 -0.06
H -4.620 -2.384 -2.264 -0.01 0.06 -0.05
H -1.821 -4.017 0.280 0.04 0.02 -0.01
H -1.683 -6.505 0.319 -0.02 0.00 -0.01
H -2.133 -7.789 -1.741 -0.03 0.01 0.00
H -2.796 -6.622 -3.814 -0.03 0.01 0.02
H -2.973 -4.152 -3.839 0.08 -0.03 -0.02
H -4.941 3.303 3.044 0.05 0.05 0.01
H -5.610 5.600 2.393 0.00 -0.01 -0.01
H -4.741 6.591 0.305 -0.02 -0.02 0.01
H -3.225 5.290 -1.153 -0.01 0.02 -0.02
H -2.537 2.992 -0.482 0.01 0.00 0.02
Cl 0.351 -6.060 5.804 -0.01 0.01 -0.05
C 0.133 -4.701 4.807 -0.10 0.09 0.18
C -0.526 -3.572 5.314 0.02 -0.06 0.08
C -0.691 -2.478 4.514 -0.08 0.07 0.03
Cl -1.513 -1.097 5.088 0.05 -0.02 -0.01
C -0.198 -2.432 3.134 -0.07 0.22 -0.06
O -0.388 -1.427 2.439 -0.05 -0.40 0.42
C 0.491 -3.628 2.669 -0.11 -0.02 0.23
C 1.100 -3.716 1.329 0.17 -0.18 -0.26
O 1.212 -2.827 0.522 -0.04 -0.02 0.07
C 0.623 -4.716 3.491 0.16 0.08 -0.40
H -0.899 -3.569 6.329 0.00 -0.03 -0.02
H 1.498 -4.722 1.094 0.00 0.01 0.02
H 1.137 -5.596 3.121 -0.03 -0.03 0.09
N 1.974 0.516 3.571 0.00 -0.10 -0.13
C 2.830 0.138 2.587 0.01 0.06 -0.19
N 4.110 -0.117 2.950 -0.01 -0.04 0.08
O 2.468 0.036 1.406 0.20 -0.02 0.25
H 2.246 0.571 4.535 0.00 -0.01 0.03
H 0.999 0.585 3.334 -0.02 0.05 0.05
H 4.450 -0.001 3.887 -0.03 0.03 0.00
H 4.769 -0.334 2.226 -0.02 0.02 -0.03
C 4.732 6.734 -2.430 -0.05 -0.01 0.05
C 3.511 6.588 -1.560 -0.03 -0.01 -0.09
C 3.386 7.386 -0.422 0.02 -0.04 0.00
C 2.309 7.261 0.456 -0.12 -0.02 0.09
C 1.330 6.344 0.189 -0.03 0.06 0.21
C 1.397 5.571 -0.992 -0.11 -0.08 -0.05
N 0.365 4.707 -1.206 0.21 0.08 0.25
C -0.191 4.319 -2.423 -0.17 -0.38 -0.58
C -0.388 5.294 -3.404 0.06 0.03 0.27
C -1.024 4.965 -4.583 -0.04 0.08 -0.17
C -1.466 3.668 -4.804 -0.08 -0.06 0.01
C -1.272 2.691 -3.835 0.14 0.10 -0.08
C -0.620 2.993 -2.653 0.22 -0.09 0.66
C -0.312 1.871 -1.659 0.07 0.69 0.17
O -0.916 0.788 -1.794 -0.13 -0.17 -0.06
O 0.526 2.102 -0.742 -0.17 0.01 -0.36
C 2.518 5.657 -1.863 0.04 0.00 -0.24
C 2.680 4.695 -3.007 0.04 0.07 0.00
H 5.309 7.605 -2.128 0.01 0.00 -0.02
H 4.459 6.850 -3.479 0.04 0.00 0.00
H 5.379 5.859 -2.346 0.00 0.01 -0.03
H 4.165 8.106 -0.200 -0.01 0.01 -0.03
H 2.246 7.889 1.334 0.01 -0.02 -0.01
H 0.469 6.233 0.838 0.04 0.01 0.00
H -0.086 4.345 -0.373 -0.02 -0.17 0.05
H -0.071 6.312 -3.206 -0.05 -0.01 -0.01
H -1.196 5.731 -5.327 0.03 -0.02 -0.01
H -1.963 3.416 -5.731 0.00 0.02 0.01
H -1.584 1.670 -4.001 -0.02 0.00 0.03
H 2.111 5.012 -3.882 0.08 -0.05 -0.02
H 2.330 3.702 -2.720 -0.01 -0.01 -0.05
H 3.722 4.619 -3.304 0.00 -0.02 0.06
N 4.844 -2.638 -5.547 0.03 -0.02 -0.04
C 3.539 -2.292 -5.615 0.00 0.04 -0.09
O 2.889 -2.371 -6.637 0.05 0.01 0.09
C 2.885 -1.797 -4.342 -0.04 -0.04 0.05
C 3.532 -1.623 -3.125 -0.05 0.01 -0.02
C 2.789 -1.208 -2.030 0.03 -0.01 0.02
N 1.477 -0.994 -2.093 -0.12 0.19 0.42
C 0.855 -1.150 -3.261 0.08 -0.04 -0.06
C 1.523 -1.531 -4.410 0.04 -0.01 0.00
H 5.271 -3.013 -6.377 -0.01 0.02 -0.04
H 5.390 -2.607 -4.708 -0.04 0.00 0.05
H 4.592 -1.797 -3.000 -0.01 0.02 0.01
H 3.249 -1.036 -1.063 0.03 -0.07 -0.04
H -0.210 -0.960 -3.261 0.04 0.06 -0.05
H 1.017 -1.631 -5.360 -0.03 -0.07 0.04
```
Forces are in eV/Å.

Its net charge is +2. The value obtained for the gap between HOMO and LUMO (alpha / beta) is 5.354 / 5.286 eV. For the LUMO energy (alpha / beta), the calculation gives -7.1 / -7.2 eV. The spin multiplicity is 1. As for the energy above the lowest of the compared OMol25 structures with the same formula, charge and spin: 70.5 kJ/mol.

Mulliken atomic charge list, values in e, 99 entries: Sn 3.03; O -0.51; S 0.04; C -0.72; C 0.32; C -1.13; C -0.94; S 0.37; O -0.47; C 0.42; C -0.21; C -0.90; C -0.52; C -0.74; C -0.53; C 0.65; C -0.52; C -0.66; C -0.62; C -0.67; C -0.28; H 0.19; H 0.61; H 0.50; H -0.42; H 0.42; H 0.41; H 0.45; H 0.69; H 0.54; H 0.45; H 0.41; H 0.43; H 0.46; H 0.44; H 0.41; H 0.42; H 0.53; H 0.20; Cl -0.13; C 0.25; C -0.59; C 0.43; Cl -0.14; C -0.86; O 0.34; C 1.24; C -0.62; O -0.60; C -1.02; H 0.50; H 0.32; H 0.49; N -0.30; C 0.63; N -0.45; O -0.49; H 0.19; H 0.06; H 0.16; H 0.22; C -1.68; C 0.77; C -0.72; C -0.91; C -1.03; C 0.12; N 0.96; C -0.45; C -0.42; C -0.69; C -0.83; C -0.68; C 0.67; C 0.81; O -0.47; O -1.35; C 1.30; C -1.09; H 0.41; H 0.38; H 0.39; H 0.41; H 0.44; H 0.56; H 0.12; H 0.62; H 0.47; H 0.48; H 0.52; H 0.32; H 0.12; H 0.52; N -0.29; C 0.19; O -0.61; C 1.19; C -0.75; C -1.06

2.
Entry from the Open Molecules 2025 dataset: a molecular structure, C45H45N2O7S4Y (the ωB97M-V functional and the def2-TZVPD basis).

Geometry as XYZ:
```
104
Properties=species:S:1:pos:R:3:forces:R:3
Y 0.240 0.522 0.103 0.02 -0.71 0.21
O 0.989 -2.205 -1.982 0.01 0.01 0.03
C 0.046 -1.398 -2.321 -0.07 -0.01 -0.02
O 0.084 -0.172 -2.152 -0.14 0.09 0.06
C -1.184 -2.028 -2.949 -0.04 -0.06 0.01
O -2.350 -1.354 -2.542 0.07 0.02 -0.02
C -2.981 -1.940 -1.413 -0.02 -0.07 0.06
C -2.130 -2.084 -0.136 -0.14 0.06 0.15
O -2.298 -3.086 0.540 0.03 0.01 -0.02
O -1.360 -1.093 0.151 0.22 0.08 -0.12
H 1.662 -1.681 -1.329 0.01 0.00 -0.03
H -1.096 -1.932 -4.034 0.01 0.01 0.01
H -1.213 -3.091 -2.695 0.00 0.01 -0.02
H -3.821 -1.282 -1.173 -0.01 -0.03 -0.01
H -3.375 -2.930 -1.659 0.03 0.01 -0.04
O 0.787 -0.272 2.237 -0.07 0.16 -0.03
S 0.869 -0.980 3.564 0.10 -0.18 0.06
C 2.644 -1.077 3.921 -0.09 0.00 -0.04
C 3.498 -1.676 2.797 0.03 0.01 0.01
C 4.572 -0.709 2.297 -0.05 -0.02 -0.02
C 3.974 0.395 1.445 0.04 -0.07 0.00
S 3.376 0.058 -0.262 0.22 -0.16 0.02
O 2.044 -0.863 -0.233 -0.10 -0.02 0.00
C 4.406 -1.829 -0.378 -0.13 0.06 0.05
C 5.684 -1.627 -0.882 -0.01 -0.06 0.00
C 6.527 -2.685 -1.203 0.04 0.04 -0.01
C 6.082 -3.991 -1.043 0.00 -0.03 -0.01
C 4.796 -4.220 -0.569 -0.04 0.03 0.02
C 3.972 -3.146 -0.243 0.11 -0.05 -0.02
C 0.586 -2.714 3.261 -0.02 0.10 -0.02
C 0.354 -3.530 4.362 0.01 0.04 0.00
C 0.183 -4.889 4.161 0.00 -0.02 0.00
C 0.227 -5.409 2.872 -0.01 0.00 0.00
C 0.434 -4.576 1.785 -0.02 0.02 0.02
C 0.615 -3.213 1.974 -0.01 -0.05 -0.05
H 2.695 -1.646 4.851 0.01 0.01 0.00
H 2.925 -0.046 4.156 -0.01 0.02 -0.01
H 2.871 -1.948 1.948 0.02 0.00 0.00
H 3.956 -2.599 3.152 -0.02 -0.01 0.00
H 5.335 -1.257 1.750 0.01 -0.01 -0.01
H 5.070 -0.241 3.154 0.01 0.02 -0.01
H 4.677 1.215 1.289 0.00 0.02 -0.01
H 3.102 0.807 1.958 0.00 0.02 0.01
H 6.028 -0.603 -1.038 0.02 0.02 0.00
H 7.524 -2.497 -1.588 0.01 0.00 0.00
H 6.726 -4.823 -1.297 0.00 0.00 0.00
H 4.435 -5.237 -0.458 0.00 -0.02 0.00
H 2.970 -3.355 0.124 -0.03 -0.01 0.01
H 0.305 -3.108 5.359 -0.01 0.00 0.01
H 0.004 -5.540 5.005 0.00 0.00 0.00
H 0.080 -6.469 2.717 0.00 0.00 0.00
H 0.440 -4.976 0.781 0.00 -0.01 -0.02
H 0.769 -2.551 1.133 0.00 0.04 -0.02
S -0.473 3.992 6.635 0.06 -0.09 -0.06
C 1.020 3.983 7.467 -0.03 0.02 -0.03
C 2.035 3.538 6.678 -0.02 0.01 0.04
C 1.593 3.189 5.377 0.01 -0.04 -0.05
C 0.250 3.372 5.195 -0.02 0.09 0.13
C -0.547 3.107 3.994 -0.17 0.03 -0.08
C 0.063 2.548 2.855 0.10 -0.05 0.02
N -0.575 2.264 1.744 -0.15 0.06 0.02
C -1.893 2.548 1.658 0.03 0.03 0.05
C -2.610 3.084 2.736 0.00 0.01 -0.09
C -4.015 3.341 2.588 0.03 0.01 0.01
C -4.643 3.096 1.420 -0.01 0.00 -0.01
C -3.926 2.576 0.288 0.07 0.03 0.06
C -4.532 2.340 -0.954 0.02 -0.06 -0.10
C -3.793 1.854 -2.011 -0.04 0.08 0.12
C -2.428 1.590 -1.770 0.02 -0.05 -0.07
N -1.835 1.796 -0.616 -0.06 0.04 0.00
C -2.561 2.296 0.410 -0.05 -0.03 -0.10
C -4.380 1.609 -3.331 0.09 0.03 -0.14
C -5.660 1.868 -3.744 -0.02 -0.02 0.05
C -5.893 1.515 -5.094 -0.01 -0.07 -0.01
C -4.784 0.994 -5.689 0.06 0.10 0.00
S -3.453 0.947 -4.626 -0.11 -0.08 0.06
C -1.904 3.354 3.916 0.15 0.00 0.04
H 1.067 4.311 8.491 0.01 0.01 0.02
H 3.059 3.461 7.010 0.01 0.00 0.00
H 2.258 2.825 4.607 0.01 0.00 -0.01
H 1.118 2.304 2.863 -0.02 -0.01 -0.02
H -4.557 3.740 3.436 -0.02 0.00 0.00
H -5.701 3.294 1.310 -0.01 0.00 0.00
H -5.589 2.545 -1.069 -0.01 0.01 0.02
H -1.807 1.161 -2.546 0.01 0.01 0.02
H -6.418 2.297 -3.106 -0.01 0.01 0.01
H -6.841 1.634 -5.595 -0.01 0.00 -0.01
H -4.681 0.634 -6.699 0.01 0.01 -0.02
H -2.438 3.766 4.764 -0.02 0.01 0.00
C 2.691 1.719 -2.805 -0.02 0.14 0.09
C 2.664 2.500 -1.481 0.08 -0.02 -0.01
C 4.031 3.176 -1.311 0.01 -0.01 0.00
C 1.589 3.584 -1.593 0.00 -0.02 -0.02
C 2.330 1.616 -0.251 0.14 0.50 -0.15
H 2.782 2.414 -3.645 0.03 0.02 0.00
H 1.777 1.146 -2.940 -0.03 -0.06 -0.04
H 3.542 1.038 -2.848 -0.01 -0.07 0.01
H 4.284 3.810 -2.166 0.00 0.01 -0.01
H 4.814 2.418 -1.214 0.01 0.01 0.01
H 4.043 3.797 -0.410 0.00 0.02 0.01
H 1.831 4.306 -2.380 -0.01 0.03 0.00
H 1.477 4.125 -0.649 0.02 0.01 0.01
H 0.619 3.138 -1.839 -0.02 0.01 0.01
H 2.652 2.213 0.616 -0.11 0.05 0.04
```
Forces are in eV/Å.

The value obtained for the gap between HOMO and LUMO is 4.407 eV. For the LUMO energy, the calculation gives -1.1 eV. The spin multiplicity is 1. As for the energy above the lowest of the compared OMol25 structures with the same formula, charge and spin: 187.3 kJ/mol.

Mulliken atomic charge list, values in e, 99 entries: Y 0.15; O -0.63; C 0.26; O -0.39; C -0.61; O -0.20; C -0.68; C 0.44; O -0.71; O -0.51; H 0.12; H 0.32; H 0.39; H 0.29; H 0.30; O 0.17; S -0.14; C -1.04; C 0.88; C -1.75; C 0.91; S 1.15; O 0.99; C 0.33; C -0.23; C -0.80; C -0.51; C -0.93; C -0.05; C 0.74; C -0.80; C -0.62; C -0.69; C -1.02; C 0.22; H 0.54; H 0.49; H -1.04; H 0.66; H 0.33; H 0.65; H 0.54; H -1.07; H 0.31; H 0.40; H 0.36; H 0.43; H 0.07; H 0.48; H 0.40; H 0.39; H 0.47; H 0.33; S -0.21; C -0.37; C -0.73; C -0.27; C 0.37; C 0.59; C -0.10; N 0.21; C -0.26; C 0.59; C -1.14; C -1.13; C 0.67; C -0.79; C 0.75; C -0.83; N 0.39; C -0.33; C 0.58; C -0.54; C -0.60; C -0.47; S 0.03; C -0.89; H 0.45; H 0.41; H 0.56; H -0.12; H 0.45; H 0.44; H 0.39; H 0.32; H 0.38; H 0.40; H 0.44; H 0.45; C -1.64; C 2.19; C -1.73; C -1.62; C -0.89; H 0.53; H -0.02; H 0.30; H 0.50; H 0.17

Respective E_tot values: -123761.4821 -109093.9963 eV.